# 1
3 unconnected molecules or ions with the total composition C4H13NO2. Source: the OMol25 dataset; level of theory: ωB97M-V/def2-TZVPD.

Values from the calculation:
SMILES: C1CCNC1.O.O
Energy above the lowest of the compared OMol25 structures with the same formula, charge and spin in kJ/mol: 136.5

```
20
Properties=species:S:1:pos:R:3:lowdin_charge:R:1
O -0.4174 -1.6587 3.1568 -0.0571
O 3.8638 0.8020 -0.1790 -0.0615
N -1.8745 0.5272 -0.0196 -0.0887
C -1.2841 1.3737 -1.0969 -0.2276
C -1.1234 -0.8025 0.0859 -0.1825
C 0.0693 -0.6393 -0.8711 -0.1933
C -0.2025 0.5151 -1.8057 -0.1771
H 3.8924 -0.1579 -0.1964 0.0292
H -2.1286 1.8777 -1.5991 0.0970
H 0.1746 -1.6427 -1.3329 0.1120
H -1.8767 1.0468 0.8698 0.0896
H 3.9792 1.0992 -1.0865 0.0326
H -0.5531 0.2823 -2.7818 0.0850
H -1.8463 -1.5253 -0.2720 0.0965
H 0.6944 1.1701 -1.9773 0.1108
H 0.9286 -0.4917 -0.2297 0.0880
H -0.8249 2.2899 -0.6441 0.0997
H -0.8223 -0.9076 1.1179 0.0638
H 0.4558 -1.2747 3.1503 0.0377
H -1.1450 -1.2416 3.6238 0.0461
```

---

# 2
2 unconnected molecules or ions with the total composition C4H13NO2. Source: the OMol25 dataset; level of theory: ωB97M-V/def2-TZVPD.

Values from the calculation:
SMILES: CNCCCO.O
Energy above the lowest of the compared OMol25 structures with the same formula, charge and spin in kJ/mol: 315.3

```
20
Properties=species:S:1:pos:R:3:lowdin_charge:R:1
O 1.7806 1.9701 -0.2430 -0.1224
O 0.1592 -2.1757 -1.9797 -0.1229
N -1.0011 -0.6967 0.7759 -0.1560
C -0.5154 -2.0477 1.1351 -0.1630
C -0.1524 0.0697 -0.0373 -0.3048
C 0.4811 2.5476 -0.5844 -0.1927
C -0.3119 1.6025 0.4194 -0.1287
H -0.5234 0.0372 -0.9895 0.0699
H -1.3388 -0.3731 1.8190 0.1729
H 0.4975 -2.0655 1.5495 0.0659
H -1.2694 -2.4719 2.0184 0.1346
H -0.5053 -2.8534 -1.5343 0.1045
H -1.4353 1.7136 0.5124 0.1209
H 0.2936 3.6196 -0.3846 0.1109
H 0.8844 -0.2945 -0.0904 0.1087
H 0.6604 -1.5422 -1.4325 0.0017
H -0.3585 -2.7810 0.3723 0.0179
H 2.2001 1.7352 -1.1036 0.1017
H 0.2971 2.3562 -1.6053 0.0897
H 0.1577 1.6501 1.3826 0.0911
```

---

# 3
3 unconnected molecules or ions with the total composition C4H13NO2. Source: the OMol25 dataset; level of theory: ωB97M-V/def2-TZVPD.

Values from the calculation:
SMILES: C=CNCC.O.O
Energy above the lowest of the compared OMol25 structures with the same formula, charge and spin in kJ/mol: 152.7

```
20
Properties=species:S:1:pos:R:3:lowdin_charge:R:1
O -1.0164 -2.6148 -0.1388 -0.0732
O -1.6118 -0.4689 1.7914 -0.0572
N 0.3969 0.5401 -0.5588 -0.0827
C 1.7383 -1.3935 -0.6259 -0.0349
C 1.5865 -0.1174 -0.2443 -0.2323
C 0.4439 2.0512 -0.7219 -0.2212
C -0.7432 2.5787 0.0770 -0.1075
H -0.4679 -2.1676 0.5218 0.0032
H -0.8184 2.3879 1.1425 0.0677
H 2.1051 0.4143 0.5456 0.1159
H -0.5373 -3.4504 -0.2421 0.0516
H -0.3073 0.1814 -1.1853 0.1232
H -0.8551 3.6402 -0.2108 0.0748
H 2.6409 -1.9417 -0.3807 0.0445
H -1.7759 -1.4137 1.7603 0.0181
H -0.9840 -0.2268 1.1097 -0.0192
H 1.4727 2.2474 -0.4172 0.1020
H -1.6587 2.0597 -0.2417 0.0751
H 0.2474 2.3829 -1.7382 0.1027
H 1.1368 -1.7875 -1.4308 0.0493
```

---

# 4
2 unconnected molecules or ions with the total composition C4H13NO2. Source: the OMol25 dataset; level of theory: ωB97M-V/def2-TZVPD.

Values from the calculation:
SMILES: C[C@H](O)[C@@H](C)N.O
Energy above the lowest of the compared OMol25 structures with the same formula, charge and spin in kJ/mol: 29.7

```
20
Properties=species:S:1:pos:R:3:lowdin_charge:R:1
O 0.6315 0.5205 -0.7967 -0.0579
O 3.7345 0.8857 -0.9605 -0.0571
N -2.1135 -0.1186 -1.3084 0.0359
C 0.7415 -1.1710 0.9547 -0.0455
C -1.7234 0.6774 1.0287 -0.0574
C 0.0095 -0.6735 -0.2719 -0.4126
C -1.4719 -0.4254 -0.0188 -0.4145
H -1.4666 0.3879 2.0516 0.0684
H -1.1140 1.5445 0.7771 0.0775
H 0.5905 -0.4995 1.8030 0.0757
H 4.3826 1.5722 -0.7497 0.0398
H 0.1193 -1.4076 -1.0560 0.1337
H 0.4013 -2.1554 1.2621 0.0854
H -2.7784 0.8952 1.0304 0.0639
H -1.7613 0.7767 -1.6340 0.0687
H 1.8072 -1.1816 0.7712 0.0781
H -1.8775 -1.3931 0.3064 0.1396
H 3.7256 0.8890 -1.9248 0.0422
H -3.1012 0.0267 -1.1281 0.0632
H 1.2642 0.8499 -0.1362 0.0730
```

---

# 5
3 unconnected molecules or ions with the total composition C4H13NO2. Source: the OMol25 dataset; level of theory: ωB97M-V/def2-TZVPD.

Values from the calculation:
SMILES: C/C=C/NC.O.O
Energy above the lowest of the compared OMol25 structures with the same formula, charge and spin in kJ/mol: 164.0

```
20
Properties=species:S:1:pos:R:3:lowdin_charge:R:1
O -1.6060 2.7524 1.5539 -0.0829
O -0.5148 0.3708 2.0056 -0.0855
N 1.4481 -0.6295 0.1919 -0.1575
C 0.7429 -0.3992 -1.0455 -0.1863
C 1.7018 -2.0540 0.4358 -0.1107
C -1.4480 0.3604 -2.1746 -0.0870
C -0.2684 0.4292 -1.2404 -0.1460
H 2.2437 -2.4667 -0.4265 0.0716
H -1.1157 -0.2872 -2.9852 0.0712
H 1.2458 -0.9680 -1.8486 0.1127
H -0.3761 1.1448 -0.4185 0.0907
H -2.3488 0.0777 -1.6290 0.0790
H 2.2471 -2.1068 1.3737 0.0816
H -0.9871 3.4463 1.7935 0.0260
H -1.7603 1.3462 -2.5411 0.0713
H 0.0140 -0.2671 1.4736 0.0196
H -1.2440 1.9938 2.0355 -0.0225
H 2.2182 0.0046 0.2968 0.1141
H 0.7696 -2.6095 0.4465 0.0787
H -0.9620 -0.1380 2.7025 0.0619
```

---

# 6
3 unconnected molecules or ions with the total composition C4H13NO2. Source: the OMol25 dataset; level of theory: ωB97M-V/def2-TZVPD.

Values from the calculation:
SMILES: C/C=C\CN.O.O
Energy above the lowest of the compared OMol25 structures with the same formula, charge and spin in kJ/mol: 162.1

```
20
Properties=species:S:1:pos:R:3:lowdin_charge:R:1
O 0.0360 4.4174 1.9592 -0.0543
O 0.6771 -5.2244 0.2352 -0.0750
N 0.7099 -1.8652 0.6635 -0.0049
C -1.2625 0.7920 -0.8346 -0.1593
C -0.4404 2.0556 -1.1710 -0.0963
C 0.5969 -0.7832 -0.2753 -0.3275
C -0.7833 -0.4464 -0.7236 -0.1461
H -0.3572 2.5804 -0.2211 0.0540
H 0.9279 -4.7597 -0.5782 0.0299
H 0.2053 -1.7104 1.5254 0.0734
H 1.7056 -1.9371 0.8323 0.0702
H -0.5764 4.4437 2.6842 0.0203
H -1.5489 -1.1894 -0.9056 0.0944
H 0.5448 1.8189 -1.5790 0.0673
H -2.2885 0.9465 -1.2052 0.0915
H -0.9518 2.6648 -1.9012 0.0613
H 1.1930 -0.9928 -1.2014 0.1272
H 0.8718 4.2440 2.4202 0.0421
H 1.0191 0.1692 0.1132 0.1091
H -0.2783 -5.2239 0.1631 0.0229
```